Record 1
The following is a quantum chemistry calculation of C41H50CoN7O6S as an isolated structure at a distorted geometry, from OMol25.

XYZ file:
```
106
Properties=species:S:1:pos:R:3:mulliken_charge:R:1
Co 0.372 -0.172 0.196 0.928
C 0.701 1.752 -4.817 -1.748
C -0.198 1.705 -3.574 2.468
C -1.131 2.916 -3.530 -1.715
C -0.947 0.386 -3.551 1.051
C -2.032 0.184 -4.396 -0.454
C -2.684 -1.035 -4.440 -1.588
C -2.227 -2.082 -3.653 -0.503
C -1.140 -1.926 -2.797 0.892
C -0.573 -3.111 -2.043 2.057
C 0.507 -3.792 -2.895 -1.632
C -1.620 -4.144 -1.622 -1.868
C -0.508 -0.662 -2.722 -1.511
N 0.563 -0.429 -1.827 2.571
C 1.791 -0.691 -2.315 -0.185
O 2.050 -1.105 -3.450 -0.820
C 2.917 -0.300 -1.378 -0.517
C 3.834 0.533 -1.860 -1.454
C 4.692 1.484 -1.050 -0.010
C 4.272 0.769 1.260 -1.320
C 2.807 0.583 0.981 0.460
N 1.667 -1.630 0.292 0.071
C 2.013 0.366 2.316 -0.592
O 2.616 0.327 3.389 -0.763
N 0.697 0.327 2.112 1.667
C -0.217 0.183 3.174 -1.699
C -1.126 1.226 3.444 0.838
C -2.142 1.014 4.370 -1.009
C -2.273 -0.190 5.042 -1.267
C -1.352 -1.195 4.807 -0.376
C -0.328 -1.031 3.885 1.111
C 0.647 -2.167 3.659 2.030
C 1.578 -2.302 4.866 -1.916
C -0.051 -3.494 3.341 -1.619
C -1.092 2.585 2.759 0.277
C 0.262 3.290 2.888 -1.447
C -1.519 2.494 1.290 -0.668
H 1.316 2.656 -4.820 0.400
H 0.093 1.745 -5.725 0.338
H 1.356 0.881 -4.832 0.423
H 0.438 1.733 -2.687 -1.463
H -1.759 2.970 -4.421 0.424
H -0.545 3.837 -3.482 0.407
H -1.781 2.872 -2.653 0.355
H -2.361 0.987 -5.045 0.311
H -3.537 -1.176 -5.095 0.357
H -2.714 -3.048 -3.728 0.304
H -0.089 -2.736 -1.144 -1.157
H 0.056 -4.253 -3.780 0.355
H 1.009 -4.568 -2.312 0.405
H 1.249 -3.069 -3.227 0.291
H -2.061 -4.650 -2.486 0.412
H -2.417 -3.685 -1.035 0.268
H -1.137 -4.897 -0.998 0.465
H 3.799 0.747 -2.925 0.558
H 5.556 1.809 -1.625 0.858
H 4.560 0.514 2.274 0.771
H -2.843 1.817 4.572 0.315
H -3.084 -0.335 5.747 0.378
H -1.439 -2.132 5.346 0.365
H 1.255 -1.917 2.796 -1.075
H 1.011 -2.562 5.765 0.358
H 2.094 -1.357 5.033 0.394
H 2.327 -3.077 4.688 0.429
H -0.539 -3.917 4.223 0.404
H 0.687 -4.211 2.977 0.393
H -0.797 -3.353 2.560 0.274
H -1.832 3.207 3.275 0.674
H 1.002 2.816 2.248 0.087
H 0.622 3.248 3.917 0.380
H 0.169 4.341 2.596 0.491
H -0.847 1.829 0.746 -0.384
H -1.483 3.481 0.820 0.589
H -2.535 2.103 1.201 0.153
C 1.641 3.675 -0.844 -1.436
C 2.550 2.548 -0.429 0.363
N 2.046 1.611 0.285 0.011
C 2.787 -0.734 0.057 2.267
C 5.155 1.001 0.298 -0.144
N 3.844 2.679 -0.847 -0.285
C 6.624 0.900 0.521 0.067
O 7.012 -0.152 1.242 -0.527
O 7.420 1.687 0.067 -0.638
C 3.641 -1.840 0.700 0.346
O 4.790 -2.056 0.981 -0.824
O 2.573 -2.572 1.003 -0.485
H 0.607 3.345 -0.792 -0.144
H 1.871 4.011 -1.857 0.623
H 1.771 4.517 -0.161 0.355
H 4.023 3.448 -1.469 0.422
H 6.272 -0.787 1.328 0.508
S -1.801 -1.121 0.871 -0.290
C -3.278 -0.515 0.333 -0.684
N -4.187 -0.161 1.265 0.136
C -5.577 0.131 0.968 -0.763
C -5.655 0.766 -0.413 -0.648
C -4.961 -0.153 -1.406 -0.684
N -3.598 -0.376 -0.958 0.462
H -3.895 -0.337 2.217 0.188
H -5.962 0.815 1.725 0.400
H -6.186 -0.781 0.997 0.341
H -5.123 1.720 -0.394 0.276
H -6.690 0.943 -0.699 0.398
H -4.927 0.294 -2.398 0.364
H -5.499 -1.106 -1.478 0.319
H -2.916 -0.713 -1.627 -0.341
```

Energy relative to the best compared isomer or geometry (same formula, charge and spin) = 146.4 kcal/mol
Spin multiplicity = 2
Total charge = -1
Expectation value of S² = 0.772
Calculated total energy = -114508.7650 eV
Orbital gap (spin up / spin down) = 6.65 / 6.77 eV

=====

Record 2
The following is a quantum chemistry calculation of C41H50N4O3PtSi3 as an isolated structure at a distorted geometry, from OMol25.

XYZ file:
```
102
Properties=species:S:1:pos:R:3:mulliken_charge:R:1
Pt -0.126 0.631 -0.679 1.856
C 4.000 2.937 0.713 -0.895
O 3.408 3.773 -0.289 -0.556
C 2.145 4.179 0.040 0.157
C 1.931 5.525 0.234 -0.486
C 0.689 6.023 0.635 -0.793
C -0.322 5.132 0.892 -0.893
C -0.132 3.762 0.663 0.604
C -1.193 2.859 0.985 -0.732
N -1.263 1.630 0.645 0.979
N -2.366 0.927 1.143 -1.016
C -2.386 -0.279 0.666 0.157
O -1.481 -0.778 -0.115 0.026
C -3.501 -1.181 1.048 0.071
C -4.631 -0.692 1.695 -0.480
C -5.666 -1.554 2.021 -0.756
C -5.576 -2.904 1.707 -0.441
C -4.446 -3.393 1.066 -0.888
C -3.410 -2.534 0.734 0.406
C 1.076 3.250 0.154 0.109
O 1.274 1.983 -0.143 -0.521
H 5.066 2.906 0.497 0.268
H 3.578 1.934 0.688 0.298
H 3.846 3.375 1.703 0.418
H 2.773 6.190 0.090 0.486
H 0.551 7.084 0.788 0.420
H -1.281 5.470 1.267 0.440
H -2.031 3.210 1.580 0.431
H -4.688 0.361 1.934 0.440
H -6.548 -1.171 2.519 0.405
H -6.386 -3.574 1.962 0.391
H -4.373 -4.445 0.821 0.434
H -2.526 -2.900 0.227 0.120
C -0.579 3.520 -2.577 -1.003
Si 0.040 1.799 -2.948 0.118
C 4.429 1.238 -2.186 -1.624
C 1.556 2.068 -4.000 -0.921
C -0.947 0.352 -2.909 -0.385
Si -2.818 0.516 -3.006 0.727
C -3.593 1.875 -1.962 -1.228
C -3.251 1.014 -4.770 -1.364
C -3.697 -1.088 -2.543 -0.628
Si -0.378 -1.255 -3.660 -0.060
C -1.463 -1.880 -5.066 -1.580
C 1.361 -1.457 -4.346 -1.085
C -0.337 -2.554 -2.285 0.496
C -0.950 -3.802 -2.342 -0.368
C -0.743 -4.718 -1.321 -0.786
C 0.088 -4.362 -0.274 -1.112
C 0.660 -3.096 -0.285 0.063
N 0.453 -2.210 -1.251 0.548
H 0.231 4.059 -2.080 0.281
H -1.454 3.552 -1.936 0.127
H -0.798 4.055 -3.506 0.566
H 4.457 1.717 -3.166 0.550
H 5.449 1.214 -1.796 0.469
H 3.802 1.826 -1.526 0.182
H 2.097 2.944 -3.639 0.379
H 1.172 2.308 -4.997 0.580
H 2.245 1.238 -4.104 0.043
H -3.320 2.870 -2.309 0.387
H -3.390 1.797 -0.894 0.266
H -4.676 1.780 -2.093 0.462
H -3.021 2.073 -4.916 0.303
H -4.323 0.886 -4.947 0.347
H -2.717 0.446 -5.529 0.299
H -3.049 -1.748 -1.966 -0.171
H -4.054 -1.634 -3.417 0.505
H -4.569 -0.868 -1.922 0.500
H -1.346 -1.247 -5.947 0.385
H -2.524 -1.951 -4.838 0.347
H -1.110 -2.878 -5.342 0.439
H 1.717 -0.664 -5.004 0.435
H 1.324 -2.376 -4.938 0.513
H 2.083 -1.628 -3.554 0.063
H -1.588 -4.050 -3.181 0.395
H -1.216 -5.692 -1.347 0.418
H 0.290 -5.040 0.544 0.498
H 1.302 -2.782 0.530 0.127
C 3.102 -1.161 4.045 -0.645
C 4.287 -1.014 3.339 -0.833
C 4.267 -0.770 1.975 -0.176
C 3.053 -0.678 1.284 -0.353
C 1.867 -0.771 2.014 -0.391
C 1.893 -1.029 3.375 -1.180
N 2.994 -0.331 -0.072 0.930
C 3.784 -0.838 -0.941 0.379
C 4.549 -2.075 -0.738 -1.156
C 5.235 -2.646 -1.737 -0.637
C 5.306 -2.054 -3.066 -0.792
C 4.638 -0.934 -3.332 -1.003
C 3.857 -0.179 -2.304 3.705
H 3.120 -1.350 5.111 0.417
H 5.238 -1.078 3.855 0.413
H 5.193 -0.611 1.436 0.526
H 0.925 -0.633 1.496 0.789
H 0.959 -1.108 3.919 0.501
H 4.470 -2.572 0.218 0.438
H 5.726 -3.597 -1.570 0.418
H 5.888 -2.551 -3.831 0.417
H 4.672 -0.500 -4.326 0.422
H 2.825 -0.068 -2.646 -2.150
```

Energy relative to the best compared isomer or geometry (same formula, charge and spin) = 20.3 kcal/mol
Calculated total energy = -82311.0464 eV
Orbital gap (spin up / spin down) = 7.06 / 7.06 eV

=====

Record 3
The following is a quantum chemistry calculation of C41H50N5O2PbSSi as an isolated structure at a distorted geometry, from OMol25.

XYZ file:
```
101
Properties=species:S:1:pos:R:3:mulliken_charge:R:1
Pb -0.917 1.033 0.862 1.757
C -1.632 2.458 -3.609 -1.376
O -1.609 1.466 -2.604 0.769
C -2.045 0.215 -2.953 -0.014
C -2.872 -0.049 -4.035 -0.682
C -3.260 -1.347 -4.341 -0.834
C -2.808 -2.409 -3.575 -0.925
C -1.975 -2.169 -2.507 -0.751
C -1.596 -0.864 -2.152 0.425
N -0.793 -0.623 -1.080 0.997
N -0.439 -1.640 -0.345 -0.844
C 0.650 -1.775 0.340 -0.192
C 1.835 -0.965 -0.153 0.702
O 1.493 0.376 -0.343 -0.521
C 3.312 -0.231 1.698 -0.947
C 3.100 -2.875 2.398 0.825
C 1.588 -3.175 2.363 1.010
C 1.228 -4.028 3.405 -1.017
C -0.043 -4.534 3.562 -0.860
C -1.017 -4.173 2.649 -1.008
C -0.699 -3.286 1.647 -1.471
C 0.596 -2.753 1.449 1.046
H -1.185 2.082 -4.532 0.434
H -1.045 3.293 -3.234 0.338
H -2.646 2.812 -3.813 0.301
H -3.233 0.757 -4.654 0.502
H -3.906 -1.527 -5.187 0.461
H -3.101 -3.420 -3.814 0.424
H -1.607 -2.980 -1.900 0.523
H 4.246 -0.366 2.234 0.950
H 3.572 -3.833 2.609 1.097
H 1.998 -4.329 4.101 0.493
H -0.255 -5.209 4.375 0.461
H -2.017 -4.576 2.726 0.461
H -1.480 -2.980 0.967 0.474
C 3.227 -3.513 -1.317 -1.782
C 4.004 -3.498 0.010 2.346
C 5.472 -3.115 -0.286 -1.828
C 3.982 -4.933 0.547 -1.999
C 3.497 -2.476 0.994 -2.227
C 3.397 -2.048 3.659 -1.746
C 2.913 -0.942 4.269 -0.524
C 2.228 0.193 3.723 0.792
S 1.158 1.297 4.540 -0.265
C 0.902 2.114 3.008 -0.233
N 1.588 1.612 2.022 -0.263
C 2.366 0.590 2.399 -0.893
C 3.027 -1.170 0.765 0.472
C 0.026 3.243 2.762 0.837
C -0.051 4.303 3.665 -0.758
C -0.742 5.447 3.316 -0.649
C -1.361 5.525 2.078 -0.825
C -1.313 4.448 1.205 -0.121
C -0.640 3.269 1.512 -0.025
H 3.552 -4.365 -1.910 0.596
H 3.407 -2.622 -1.911 0.229
H 2.162 -3.624 -1.127 0.344
H 5.884 -3.799 -1.026 0.482
H 6.069 -3.182 0.620 0.372
H 5.544 -2.101 -0.672 0.279
H 4.332 -5.608 -0.231 0.478
H 2.971 -5.225 0.818 0.345
H 4.634 -5.053 1.407 0.418
H 4.050 -2.622 4.307 0.527
H 3.138 -0.855 5.326 0.466
H 2.102 -1.369 -1.135 0.715
H 0.457 4.239 4.617 0.469
H -0.779 6.288 3.992 0.402
H -1.875 6.431 1.786 0.450
H -1.799 4.544 0.241 0.373
C 4.155 1.624 -0.709 -1.293
Si 2.373 1.398 -1.339 1.163
C 2.508 0.640 -3.088 -1.158
C 1.400 3.011 -1.289 -0.556
H 4.662 2.377 -1.304 0.536
H 4.743 0.713 -0.775 0.213
H 4.172 1.954 0.323 0.330
H 3.086 1.295 -3.734 0.496
H 1.537 0.490 -3.549 0.209
H 3.020 -0.320 -3.086 0.308
H 1.811 3.706 -2.013 0.653
H 1.462 3.469 -0.309 0.166
H 0.353 2.855 -1.515 -0.348
C -6.296 0.951 -1.658 -1.712
C -5.417 1.913 -0.861 1.668
C -6.142 2.362 0.412 -1.870
C -5.088 3.140 -1.726 -1.483
N -4.225 1.144 -0.465 -0.479
N -3.182 1.915 0.125 -0.049
H -7.246 1.422 -1.897 0.456
H -6.486 0.050 -1.082 0.404
H -5.807 0.670 -2.589 0.343
H -7.118 2.767 0.158 0.464
H -5.588 3.142 0.933 0.418
H -6.279 1.520 1.086 0.390
H -6.008 3.582 -2.093 0.518
H -4.484 2.853 -2.584 0.146
H -4.561 3.906 -1.160 0.375
H -3.840 0.647 -1.263 0.072
H -3.555 2.297 0.994 0.296
H -2.925 2.710 -0.470 0.067
```

Energy relative to the best compared isomer or geometry (same formula, charge and spin) = 111.2 kcal/mol
Total charge = +1
Calculated total energy = -78824.9416 eV
Orbital gap (spin up / spin down) = 7.23 / 5.51 eV

=====

Record 4
The following is a quantum chemistry calculation of C41H50N8OP2Pd as an isolated structure at a distorted geometry, from OMol25.

XYZ file:
```
103
Properties=species:S:1:pos:R:3:mulliken_charge:R:1
Pd -0.996 -0.233 -0.315 0.049
N -3.061 -0.453 -1.283 -0.292
C -3.447 -1.172 -2.114 0.414
N -3.884 -1.978 -3.038 -0.024
C -4.457 -1.485 -4.309 -0.599
C -5.870 -2.018 -4.435 -0.536
O -5.886 -3.431 -4.305 -0.360
C -5.421 -3.854 -3.036 -0.626
C -3.979 -3.435 -2.830 -0.220
H -3.842 -1.863 -5.128 0.276
H -4.437 -0.398 -4.320 0.450
H -6.266 -1.785 -5.420 0.353
H -6.513 -1.562 -3.674 0.328
H -5.502 -4.938 -3.015 0.358
H -6.049 -3.433 -2.243 0.342
H -3.345 -3.924 -3.573 0.213
H -3.618 -3.676 -1.833 0.186
C 1.238 -3.281 4.405 -1.111
C 0.491 -4.527 3.932 0.874
C 1.144 -5.124 2.688 -1.476
C -0.998 -4.235 3.720 -1.083
N -1.276 -3.560 2.434 0.226
C -1.622 -4.079 1.251 -0.150
N -1.697 -3.116 0.364 -0.631
N -1.388 -1.997 1.063 1.045
N -1.126 -2.252 2.294 -0.825
H 2.300 -3.496 4.536 0.413
H 0.853 -2.924 5.363 0.417
H 1.140 -2.466 3.682 -0.034
H 0.524 -5.276 4.726 0.316
H 1.223 -4.383 1.886 0.218
H 0.597 -5.991 2.308 0.344
H 2.156 -5.458 2.923 0.469
H -1.377 -3.578 4.499 0.356
H -1.588 -5.149 3.719 0.441
H -1.804 -5.128 1.076 0.419
C 1.252 3.551 -0.145 -1.483
P 0.416 1.931 -0.257 0.654
C -0.724 1.767 1.144 1.470
C -0.343 1.748 2.496 -1.032
C -1.289 1.526 3.468 -0.945
C -2.628 1.256 3.124 -0.708
C -3.019 1.257 1.812 -1.126
C -2.074 1.540 0.801 0.199
C 1.769 0.754 0.154 0.890
C 1.745 -0.195 1.175 0.814
C 2.817 -1.064 1.358 -0.733
C 3.930 -0.987 0.538 -0.797
C 3.965 -0.044 -0.487 -0.680
C 2.890 0.805 -0.685 -0.995
P 0.053 4.979 -0.287 -0.152
C -0.499 5.120 1.457 0.438
C 0.379 5.375 2.514 -0.376
C -0.097 5.487 3.811 -0.711
C -1.461 5.360 4.064 -0.507
C -2.343 5.126 3.020 -0.649
C -1.861 5.007 1.720 -0.207
C 1.248 6.360 -0.371 0.777
C 2.629 6.238 -0.466 -0.098
C 3.438 7.372 -0.496 -0.754
C 2.871 8.633 -0.439 -0.481
C 1.490 8.765 -0.352 -0.651
C 0.685 7.638 -0.325 -0.518
H 1.925 3.614 -1.000 0.745
H 1.845 3.535 0.774 0.684
H 0.688 1.927 2.774 0.523
H -0.996 1.554 4.511 0.555
H -3.357 1.077 3.905 0.570
H -4.050 1.075 1.540 0.507
H -2.425 1.771 -0.195 0.605
H 0.925 -0.243 1.876 -0.214
H 2.789 -1.783 2.168 0.437
H 4.775 -1.644 0.702 0.468
H 4.837 0.033 -1.125 0.484
H 2.929 1.524 -1.498 0.275
H 1.438 5.512 2.317 0.440
H 0.588 5.699 4.623 0.442
H -1.834 5.465 5.076 0.437
H -3.407 5.055 3.212 0.478
H -2.551 4.839 0.899 0.438
H 3.106 5.266 -0.510 0.279
H 4.513 7.263 -0.559 0.401
H 3.500 9.513 -0.469 0.392
H 1.040 9.748 -0.314 0.401
H -0.393 7.750 -0.266 0.349
N -0.083 -1.258 -1.862 -0.399
C 0.715 -1.831 -2.475 0.391
N 1.568 -2.465 -3.222 0.001
C 2.862 -1.868 -3.632 -0.804
C 4.002 -2.708 -3.078 -0.165
C 3.853 -4.168 -3.514 -0.911
C 2.507 -4.730 -3.049 -0.449
C 1.363 -3.888 -3.592 -0.751
H 2.894 -0.836 -3.290 0.377
H 2.884 -1.870 -4.724 0.320
H 3.982 -2.653 -1.984 0.097
H 4.951 -2.290 -3.417 0.382
H 4.668 -4.766 -3.108 0.343
H 3.918 -4.233 -4.605 0.375
H 2.467 -4.726 -1.955 0.224
H 2.377 -5.760 -3.383 0.357
H 0.394 -4.208 -3.216 0.424
H 1.340 -3.936 -4.683 0.317
```

Energy relative to the best compared isomer or geometry (same formula, charge and spin) = 71.5 kcal/mol
Total charge = +2
Calculated total energy = -79338.1753 eV
Orbital gap (spin up / spin down) = 4.87 / 4.86 eV